C38H35Cl2InN7O7P as an isolated structure. Source: the Open Molecules 2025 dataset; level of theory: wB97M-V/def2-TZVPD.

```
91
Properties=species:S:1:pos:R:3:lowdin_charge:R:1
In 0.62 0.65 1.76 0.76
Cl -0.10 5.90 -2.84 0.66
C 0.63 4.73 -1.80 -0.69
C -0.18 4.05 -0.90 -0.04
C 0.35 3.08 -0.05 -0.21
N -0.43 2.27 0.79 0.04
C -1.73 2.49 1.04 -0.47
O -2.44 3.40 0.62 0.04
C -2.39 1.45 1.93 -0.19
C -3.66 1.72 2.41 0.02
C -4.30 0.75 3.16 -0.04
C -3.67 -0.47 3.35 -0.04
C -2.41 -0.65 2.82 -0.13
N -1.76 0.30 2.15 0.03
C 1.74 2.81 -0.10 -0.21
C 2.53 3.50 -1.01 -0.04
C 1.98 4.45 -1.86 -0.69
Cl 3.02 5.25 -2.98 0.67
N 2.23 1.86 0.82 0.04
C 3.53 1.52 0.87 -0.47
O 4.42 1.75 0.06 0.04
C 3.91 0.83 2.16 -0.18
C 5.15 1.13 2.72 0.01
C 5.47 0.56 3.94 -0.04
C 4.56 -0.28 4.55 -0.05
C 3.36 -0.53 3.91 -0.13
N 3.03 0.01 2.73 0.08
H -1.24 4.27 -0.86 0.10
H -4.10 2.67 2.18 0.12
H -5.28 0.93 3.57 0.11
H -4.14 -1.28 3.90 0.11
H -1.91 -1.61 2.91 0.10
H 3.58 3.29 -1.06 0.10
H 5.81 1.80 2.20 0.12
H 6.42 0.79 4.42 0.11
H 4.76 -0.74 5.51 0.11
H 2.62 -1.17 4.36 0.10
O 3.07 0.54 -6.30 0.12
C 2.34 1.32 -5.47 -0.47
O 1.84 2.33 -5.88 0.14
C 2.19 0.83 -4.06 -0.12
C 1.06 1.24 -3.36 0.02
C 0.82 0.75 -2.09 -0.02
C 1.70 -0.15 -1.51 -0.25
C 2.88 -0.49 -2.17 0.00
C 3.11 -0.01 -3.45 -0.01
N 1.37 -0.68 -0.23 0.10
C 1.72 -1.86 0.07 -0.07
C 1.39 -2.43 1.38 -0.24
C 1.78 -3.72 1.71 0.01
C 1.48 -4.21 2.97 -0.03
C 0.81 -3.39 3.86 -0.02
C 0.46 -2.11 3.46 -0.14
N 0.72 -1.65 2.24 0.07
H 3.36 -0.26 -5.85 0.09
H 0.39 1.95 -3.82 0.13
H -0.07 1.03 -1.55 0.07
H 3.64 -1.08 -1.68 0.12
H 4.05 -0.26 -3.94 0.12
H 2.25 -2.51 -0.63 0.14
H 2.32 -4.31 0.98 0.12
H 1.78 -5.21 3.25 0.12
H 0.57 -3.72 4.86 0.12
H -0.02 -1.41 4.14 0.10
N 0.50 1.30 5.04 0.01
C 0.52 1.13 3.90 -0.30
C -3.78 1.26 -2.30 -0.06
C -2.68 0.49 -3.01 -0.26
O -2.39 -0.79 -2.41 -0.32
P -1.99 -0.89 -0.83 0.88
O -1.55 -2.47 -0.86 -0.31
C -0.75 -3.03 -1.91 -0.31
C -1.61 -3.82 -2.88 -0.07
O -3.40 -1.06 -0.07 -0.32
C -4.45 -1.93 -0.54 -0.28
C -5.77 -1.36 -0.08 -0.07
H -3.95 2.20 -2.82 0.09
H -3.51 1.49 -1.27 0.06
H -4.71 0.69 -2.30 0.07
H -1.77 1.09 -3.06 0.09
H -2.98 0.25 -4.03 0.12
H -0.02 -3.68 -1.43 0.11
H -0.21 -2.24 -2.45 0.10
H -2.16 -4.60 -2.34 0.08
H -0.99 -4.29 -3.64 0.08
H -2.33 -3.17 -3.37 0.07
H -4.28 -2.92 -0.12 0.12
H -4.40 -2.01 -1.63 0.11
H -5.81 -1.32 1.01 0.07
H -6.59 -1.99 -0.44 0.08
H -5.91 -0.35 -0.46 0.07
```

## Properties
HOMO energy (hartree): -0.2654
Multiplicity: 1
E_tot (eV): -104249.26263

---

C38H35ClGaN2Si2 as an isolated structure at a distorted geometry. Source: the Open Molecules 2025 dataset; level of theory: wB97M-V/def2-TZVPD.

```
79
Properties=species:S:1:pos:R:3:lowdin_charge:R:1
C -1.59 -0.88 5.45 -0.13
C -2.12 -0.10 4.35 -0.22
C -2.26 -1.02 3.22 -0.23
H -2.61 0.88 4.41 0.11
C -1.81 -2.30 3.65 -0.14
C -1.39 -2.20 5.00 -0.13
H -1.05 -3.04 5.62 0.10
H -1.49 -0.53 6.48 0.11
H -2.78 -0.79 2.28 0.10
H -1.83 -3.20 3.03 0.10
Ga -0.30 0.18 2.97 0.64
Si 2.20 0.16 -4.24 0.71
C 1.51 1.65 -5.09 -0.35
C 2.13 2.30 -6.19 -0.09
H 3.07 1.92 -6.58 0.11
C 1.51 3.40 -6.79 -0.08
H 1.98 3.88 -7.66 0.11
C 0.29 3.88 -6.30 -0.08
H -0.19 4.75 -6.78 0.11
C -0.34 3.24 -5.22 -0.09
H -1.31 3.59 -4.86 0.09
C 0.27 2.13 -4.63 -0.13
H -0.23 1.61 -3.81 0.07
C 1.67 -1.35 -5.18 -0.33
C 0.60 -1.29 -6.09 -0.09
H 0.22 -0.32 -6.42 0.10
C 0.02 -2.46 -6.59 -0.08
H -0.84 -2.40 -7.27 0.11
C 0.55 -3.71 -6.23 -0.09
H 0.07 -4.63 -6.59 0.10
C 1.72 -3.77 -5.46 -0.09
H 2.19 -4.74 -5.28 0.10
C 2.29 -2.60 -4.97 -0.11
H 3.23 -2.64 -4.41 0.10
H 1.53 0.08 -2.94 -0.08
Si -0.14 0.07 0.42 0.23
C -0.85 -1.57 -0.14 -0.33
C -1.99 -1.61 -0.95 -0.08
H -2.46 -0.68 -1.27 0.10
C -2.54 -2.84 -1.32 -0.06
H -3.44 -2.86 -1.95 0.11
C -1.93 -4.03 -0.90 -0.07
H -2.34 -4.99 -1.20 0.11
C -0.81 -4.00 -0.06 -0.08
H -0.36 -4.92 0.31 0.11
C -0.26 -2.77 0.30 -0.13
H 0.63 -2.73 0.94 0.09
C -1.19 1.49 -0.17 -0.36
C -2.38 1.75 0.53 -0.13
H -2.59 1.18 1.44 0.07
C -3.29 2.69 0.06 -0.07
H -4.23 2.83 0.61 0.11
C -3.00 3.38 -1.12 -0.07
H -3.75 4.06 -1.53 0.11
C -1.77 3.22 -1.77 -0.06
H -1.54 3.79 -2.68 0.09
C -0.85 2.29 -1.27 -0.10
H 0.13 2.18 -1.75 0.07
H 3.68 0.29 -3.97 -0.02
Cl 1.71 0.28 -0.40 0.38
N 1.25 -1.10 3.62 0.09
C 1.84 -0.52 4.81 -0.21
C 2.82 -1.17 5.54 0.02
C 3.32 -0.56 6.71 -0.03
C 2.87 0.70 7.11 0.02
C 1.85 1.38 6.38 -0.13
C 1.30 2.61 6.77 0.04
C 0.22 3.13 6.06 -0.01
C -0.26 2.45 4.94 -0.05
N 0.32 1.31 4.49 0.03
C 1.36 0.73 5.22 -0.13
H 1.87 -1.01 2.80 0.11
H 0.96 -2.08 3.71 0.13
H 3.20 -2.13 5.19 0.14
H 4.07 -1.08 7.29 0.12
H 3.30 1.18 7.99 0.13
H 1.71 3.12 7.63 0.13
H -0.27 4.05 6.36 0.12
H -1.11 2.81 4.36 0.13
```

## Properties
Charge: +1
HOMO energy (hartree): -0.3881
Multiplicity: 1
E_tot (eV): -123604.17335